(1)
17
Properties=species:S:1:pos:R:3:nbo_charge:R:1 method="wB97M-V/def2-TZVPD" homo_lumo_gap_ev="10.008 / 6.992" multiplicity=2 fmax_ha_per_bohr=0.113 de_lowest_kcal_mol=45.9 homo_energy_ha="-0.54333 / -0.55656" total_charge=+1 molar_mass_da=102.1 s2=0.77
O 1.68 2.25 1.04 -0.918
O 2.14 -0.70 -2.64 -0.620
C -0.70 -0.32 -0.29 -0.143
C 0.70 -0.18 -0.86 -0.267
C -2.30 -0.31 1.66 -0.680
C -0.90 -0.64 1.01 0.076
C 0.86 -0.62 -2.13 0.327
H 2.32 2.83 0.88 0.473
H -0.09 -1.31 1.39 0.243
H 2.59 -1.25 -1.98 0.506
H -1.53 0.15 -0.96 0.264
H 0.11 -1.09 -2.76 0.223
H -2.98 0.24 1.05 0.246
H 1.61 -0.07 -0.27 0.261
H 1.32 1.97 0.21 0.451
H -2.02 0.31 2.55 0.279
H -2.80 -1.25 2.11 0.280



(2)
95
Properties=species:S:1:pos:R:3:lowdin_spin:R:1 method="wB97M-V/def2-TZVPD" homo_lumo_gap_ev="7.643 / 7.744" multiplicity=4 fmax_ha_per_bohr=0.029 de_lowest_kcal_mol=0.0 homo_energy_ha="-0.49767 / -0.49765" total_charge=+2 molar_mass_da=767.0 s2=3.76
Nd 1.30 -0.39 0.36 3.055
P 0.23 2.20 -0.57 -0.006
P -1.73 -0.10 1.16 -0.005
N 2.48 -0.27 2.69 -0.005
N -3.49 0.51 -0.83 0.000
N -2.06 2.61 -1.92 -0.001
C -5.77 1.60 -3.43 0.000
C -3.28 2.30 -2.40 0.000
C 1.98 -1.30 3.42 0.000
C 1.77 -1.16 4.78 0.000
C -1.90 -2.56 2.31 0.000
C 4.01 -0.50 -1.13 -0.002
C -0.67 -0.61 -3.34 0.000
C -2.40 -1.84 1.05 -0.001
C -3.84 3.06 -3.46 0.000
C 1.72 -2.59 2.70 -0.001
C 5.27 -0.19 -0.36 0.000
C 1.31 -3.85 0.72 -0.002
C -1.81 -2.46 -0.22 0.000
C 2.02 3.61 0.89 0.000
C -1.56 1.91 -0.93 0.000
C 3.58 -1.82 -1.30 0.000
C -4.00 1.22 -1.86 0.000
C -2.32 0.83 -0.35 0.000
C 1.48 -2.60 1.32 -0.022
C 0.69 3.24 -2.00 -0.001
C 0.57 -1.47 -3.62 0.000
C 2.16 0.19 -2.55 -0.003
C 2.46 -2.13 -2.07 -0.002
C -5.05 2.71 -3.96 0.000
C 1.63 -5.00 2.80 0.001
C 2.85 0.98 4.70 0.000
C -5.26 0.86 -2.40 0.000
C 1.38 -5.04 1.44 -0.001
C -2.82 0.70 2.39 -0.001
C 2.22 -0.02 5.43 0.000
C 1.00 -1.33 -5.09 0.000
C 0.51 3.35 0.88 0.000
C 1.81 -3.77 3.43 -0.001
C -3.93 -1.96 1.03 0.000
C -0.26 4.66 0.74 0.000
C 0.11 2.66 2.18 0.000
C 2.92 0.82 3.33 0.000
C 1.73 -1.13 -2.71 -0.001
C 3.27 0.50 -1.77 0.000
H -2.67 1.77 2.42 0.000
H -4.18 -3.02 0.86 0.000
H 1.71 -5.92 3.37 0.000
H 1.28 -1.95 5.33 0.000
H 6.14 -0.40 -0.98 0.000
H -0.82 -2.49 2.44 0.000
H -1.90 -3.55 -0.18 0.000
H -4.36 -1.69 1.99 0.000
H 4.15 -2.62 -0.85 0.000
H -6.73 1.34 -3.85 0.000
H -0.74 -2.26 -0.34 0.000
H 2.08 0.09 6.50 0.000
H 1.85 -1.97 -5.32 0.000
H -3.85 0.50 2.08 0.000
H 2.61 2.69 0.87 0.000
H 0.08 4.13 -2.01 0.000
H 3.62 1.53 -1.71 0.000
H 3.35 1.60 2.72 0.000
H -0.91 -0.58 -2.27 0.000
H 1.10 -3.92 -0.34 0.000
H 5.31 0.86 -0.08 0.000
H -0.13 5.26 1.66 0.000
H -2.15 -3.62 2.23 0.000
H -5.80 0.02 -1.98 0.000
H -4.40 -1.37 0.25 0.000
H 2.19 -3.16 -2.22 0.000
H 1.67 0.98 -3.10 0.000
H 0.31 -2.51 -3.45 0.000
H 0.53 1.65 2.30 0.000
H 3.25 1.86 5.17 0.000
H -0.97 2.57 2.27 0.000
H 0.11 5.27 -0.09 0.000
H -2.65 0.29 3.38 0.000
H 2.29 4.14 1.81 0.000
H -2.39 -2.17 3.21 0.000
H 0.47 3.25 3.03 0.000
H 2.05 -3.76 4.49 0.000
H 1.75 3.50 -1.94 0.000
H 2.35 4.23 0.06 0.000
H -1.54 -1.01 -3.85 0.000
H -1.33 4.49 0.60 0.000
H -5.49 3.27 -4.78 0.000
H -3.28 3.90 -3.85 0.000
H -2.32 -2.10 -1.12 0.000
H -0.53 0.42 -3.68 0.000
H 0.18 -1.60 -5.75 0.000
H 5.35 -0.80 0.54 0.000
H 1.25 -5.99 0.93 0.000
H 1.29 -0.29 -5.31 0.000
H 0.51 2.70 -2.92 0.000



(3)
12
Properties=species:S:1:pos:R:3:nbo_charge:R:1 method="wB97M-V/def2-TZVPD" homo_lumo_gap_ev=9.929 multiplicity=1 fmax_ha_per_bohr=0.033 de_lowest_kcal_mol=18.2 homo_energy_ha=-0.32856 molar_mass_da=82.1 smiles=Cc1cn[nH]c1
N -0.52 -1.40 -1.50 -0.259
N -1.44 -0.38 -1.23 -0.359
C -0.98 0.44 -0.27 -0.041
C 0.24 -0.01 0.15 -0.155
C 0.47 -1.15 -0.65 -0.045
C 1.04 0.65 1.22 -0.619
H 2.09 0.76 0.95 0.218
H 0.64 1.66 1.39 0.214
H -1.53 1.30 0.08 0.211
H 0.98 0.12 2.18 0.216
H -2.34 -0.17 -1.66 0.411
H 1.35 -1.81 -0.66 0.210



(4)
10
Properties=species:S:1:pos:R:3:nbo_charge:R:1 method="wB97M-V/def2-TZVPD" homo_lumo_gap_ev=8.845 multiplicity=1 fmax_ha_per_bohr=0.125 de_lowest_kcal_mol=62.8 homo_energy_ha=-0.30947 molar_mass_da=121.6
Cl -3.33 0.37 -0.09 0.128
S 1.03 0.23 -0.16 0.153
N -1.17 -1.24 0.14 -0.439
C 0.16 -1.32 0.30 -0.327
C -1.80 -0.14 0.17 0.233
C -0.18 1.38 0.56 -0.583
H -0.27 2.29 0.05 0.202
H -0.19 1.52 1.66 0.200
H 0.57 -2.08 -0.28 0.220
H 0.45 -1.53 1.27 0.213